1 | 13
Properties=species:S:1:pos:R:3 method="wB97M-V/def2-TZVPD" gap_ev=9.539 total_charge=+1 homo_ev=-14.98
H 2.948 1.553 0.835
N 2.446 0.684 0.603
C 1.371 0.779 -0.092
C 0.419 -0.332 -0.249
N 0.825 -1.391 -0.782
C -1.211 -0.169 0.263
C -2.375 0.532 0.500
H 1.017 1.708 -0.719
H 1.864 -1.599 -1.048
H 0.119 -2.024 -0.850
H -1.509 -1.219 0.428
H -3.197 -0.108 0.809
H -2.718 1.586 0.301


2 | 13
Properties=species:S:1:pos:R:3 method="wB97M-V/def2-TZVPD" gap_ev=8.760 total_charge=+1 homo_ev=-13.31
C 2.058 0.238 -0.714
C 0.872 0.530 -0.191
N 0.485 0.397 1.146
C -0.659 -0.243 1.384
C -1.394 -0.472 0.336
N -2.045 -0.610 -0.699
H 2.965 -0.193 -0.330
H 2.043 0.515 -1.797
H 0.037 0.969 -0.759
H 1.331 0.291 1.728
H -1.116 -0.284 2.380
H -2.436 0.204 -1.040
H -2.139 -1.342 -1.444


3 | 13
Properties=species:S:1:pos:R:3 method="wB97M-V/def2-TZVPD" gap_ev=9.500 total_charge=+1 homo_ev=-14.46
C 0.819 0.050 -2.543
N 0.468 0.410 -1.393
C 0.190 -0.523 -0.353
N -0.277 0.160 0.803
C -0.597 1.181 1.461
C -0.723 -0.096 2.178
H 1.009 0.834 -3.259
H 0.939 -0.981 -2.863
H 1.083 -1.091 -0.035
H -0.579 -1.274 -0.610
H -0.668 2.246 1.398
H 0.038 -0.379 2.897
H -1.703 -0.535 2.320


4 | 13
Properties=species:S:1:pos:R:3 method="wB97M-V/def2-TZVPD" gap_ev=8.719 total_charge=+1 homo_ev=-13.47
C 1.593 1.006 0.771
C 0.244 -1.706 -0.777
C 1.054 0.548 -0.351
C -1.739 0.100 0.599
N -2.538 0.816 0.125
N 0.219 -0.573 -0.295
H 2.120 1.975 0.784
H 1.481 0.344 1.586
H -0.657 -2.380 -0.817
H 1.173 -2.222 -1.164
H 1.277 0.942 -1.409
H -1.433 -0.303 1.573
H -2.793 1.453 -0.626


Most stable structure: 2


1 | 9
Properties=species:S:1:pos:R:3 method="wB97M-V/def2-TZVPD" gap_ev="7.548 / 7.964" total_charge=0 homo_ev="-8.39 / -8.64"
C -0.764 0.171 0.887
C 0.434 -0.056 -0.038
O -2.918 -1.925 2.631
S -0.539 0.056 2.598
S -1.508 -1.777 2.228
H -1.854 0.265 0.687
H 0.468 0.923 -0.726
H 0.160 -0.911 -0.801
H 1.295 -0.362 0.625


2 | 9
Properties=species:S:1:pos:R:3 method="wB97M-V/def2-TZVPD" gap_ev="8.137 / 7.778" total_charge=0 homo_ev="-8.98 / -9.32"
C 0.168 -0.740 1.562
C -0.604 -0.537 -0.271
O -1.039 1.815 -1.264
S 1.054 0.288 -2.356
S -0.020 0.884 -0.906
H -0.222 -1.636 2.142
H 0.583 0.143 1.804
H -0.763 -1.448 -0.762
H 0.843 1.230 0.050


3 | 9
Properties=species:S:1:pos:R:3 method="wB97M-V/def2-TZVPD" gap_ev="7.275 / 8.224" total_charge=0 homo_ev="-8.51 / -8.93"
C -1.478 -0.075 0.255
C -1.661 1.131 -0.244
O 1.886 0.156 0.361
S 1.892 -1.433 -0.519
S 1.570 1.517 -0.389
H -1.920 -0.928 -0.102
H -0.798 -0.303 1.037
H -1.923 1.789 -1.038
H 2.431 -1.853 0.640


Most stable structure: 1


1 | 9
Properties=species:S:1:pos:R:3 method="wB97M-V/def2-TZVPD" gap_ev=8.485 total_charge=0 homo_ev=-8.86
C -1.068 1.372 -0.281
S 0.635 0.916 -0.430
C 0.745 -1.009 -0.004
S -0.443 -1.998 -0.411
S 2.280 -1.248 0.764
H -1.788 0.643 -0.703
H -1.315 2.390 -0.643
H -1.446 1.466 0.744
H 2.400 -2.532 0.962


2 | 9
Properties=species:S:1:pos:R:3 method="wB97M-V/def2-TZVPD" gap_ev=8.543 total_charge=0 homo_ev=-8.73
C 1.812 -0.508 -0.008
S 0.158 0.489 -0.020
C -1.708 -0.075 0.006
S -2.235 -1.589 0.003
S -2.647 1.365 0.006
H 2.515 0.310 0.004
H 1.864 -1.097 -0.913
H 1.856 -1.118 0.883
H -1.615 2.222 0.040


Most stable structure: 1


1 | 14
Properties=species:S:1:pos:R:3 method="wB97M-V/def2-TZVPD" gap_ev=8.081 total_charge=0 homo_ev=-9.21
C 1.232 2.067 -0.009
C -2.115 1.124 -0.097
C 0.273 -1.160 0.883
C -0.228 -1.326 -0.555
C 0.349 1.134 0.686
C -0.871 0.966 -0.789
N 1.796 2.810 -0.696
N -3.020 1.045 0.591
N 0.694 -0.025 1.220
N -0.630 -0.336 -1.274
H 0.469 -2.130 1.447
H -0.177 -2.275 -1.049
H -0.371 1.687 1.293
H -0.941 1.760 -1.574


2 | 14
Properties=species:S:1:pos:R:3 method="wB97M-V/def2-TZVPD" gap_ev=7.814 total_charge=0 homo_ev=-9.64
C 0.299 -0.329 -2.586
N -0.082 -0.147 -1.384
C -0.482 -1.229 -0.597
C -0.852 -1.207 0.713
N -0.684 -0.216 1.659
C 0.082 0.819 1.583
C -0.210 1.843 2.546
N -0.454 2.737 3.221
C 1.146 1.194 0.659
N 2.073 1.563 0.074
H 0.616 0.554 -3.081
H 0.415 -1.261 -3.100
H -0.549 -2.304 -1.094
H -1.317 -2.017 1.390


Most stable structure: 2


1 | 19
Properties=species:S:1:pos:R:3 method="wB97M-V/def2-TZVPD" gap_ev=9.522 total_charge=0 homo_ev=-8.76
C -2.006 2.360 -0.044
C -1.273 2.028 -1.213
C -0.477 0.840 -1.231
C -0.334 0.122 -0.072
C 0.594 -0.979 -0.050
N 0.205 -2.290 -0.299
C 1.385 -3.022 -0.205
C 2.415 -2.263 0.203
N 1.947 -0.954 0.261
C -0.972 0.556 1.106
C -1.839 1.637 1.100
H -2.439 3.403 -0.195
H -1.520 2.606 -2.052
H -0.010 0.612 -1.953
H 1.513 -4.251 -0.227
H 3.473 -2.236 0.402
H 2.456 0.029 0.458
H -0.822 -0.066 1.940
H -2.295 1.868 2.071


2 | 19
Properties=species:S:1:pos:R:3 method="wB97M-V/def2-TZVPD" gap_ev=9.074 total_charge=0 homo_ev=-8.91
C -3.241 -0.575 0.124
C -1.924 -0.227 -0.042
C -1.609 1.256 -0.217
N -0.429 1.839 -0.014
C 0.687 0.981 0.058
C 2.121 1.347 0.124
C 3.114 0.414 0.111
C 2.696 -1.030 -0.087
C 1.366 -1.492 -0.063
C 0.416 -0.403 -0.085
N -0.857 -0.909 0.096
H -3.224 -1.532 0.209
H -3.760 -0.540 -0.810
H -3.951 0.048 0.861
H -2.420 2.136 -0.255
H 2.207 2.494 0.203
H 4.277 0.615 -0.221
H 3.523 -1.976 -0.183
H 1.008 -2.446 0.190


Most stable structure: 1


1 | 19
Properties=species:S:1:pos:R:3 method="wB97M-V/def2-TZVPD" gap_ev=8.277 total_charge=0 homo_ev=-7.95
N 3.190 0.042 1.456
C 2.016 -0.133 0.752
C 1.715 -1.335 0.000
N 0.600 -1.458 -0.645
C -0.425 -0.605 -0.651
C -1.691 -0.862 -1.207
C -2.778 0.048 -1.028
C -2.573 1.295 -0.344
C -1.330 1.584 0.190
C -0.258 0.618 0.078
C 0.921 0.764 0.855
H 3.201 0.660 2.251
H 3.478 -0.966 1.777
H 2.477 -2.144 -0.244
H -1.824 -1.747 -1.766
H -3.721 -0.315 -1.486
H -3.458 1.846 -0.097
H -1.277 2.519 0.704
H 1.009 1.813 1.319


2 | 19
Properties=species:S:1:pos:R:3 method="wB97M-V/def2-TZVPD" gap_ev=8.397 total_charge=0 homo_ev=-8.21
C 2.081 -0.084 -0.168
C 1.878 1.184 0.099
C 0.551 1.664 0.045
C -0.602 0.868 -0.227
C -2.111 1.236 -0.069
C -2.969 0.287 0.077
C -2.444 -1.144 0.213
C -0.289 -0.600 -0.125
C 1.054 -0.996 -0.230
H 3.454 -1.831 -0.368
H 3.999 -0.232 1.326
H 2.621 1.875 0.358
H 0.392 2.677 -0.030
H -2.308 2.222 -0.268
H -4.029 0.396 0.498
H -3.252 -1.972 0.383
H 0.923 -2.153 -0.175
N 3.448 -0.647 0.104
N -1.261 -1.564 -0.022


Most stable structure: 1


1 | 12
Properties=species:S:1:pos:R:3 method="wB97M-V/def2-TZVPD" gap_ev=9.532 total_charge=0 homo_ev=-9.87
N -2.035 -1.379 -1.952
C -1.266 -0.830 -1.303
C -0.323 -0.237 -0.448
C -0.075 -0.888 0.894
O -0.299 -0.030 1.974
N 0.318 0.823 -0.847
O 0.222 1.440 -1.893
O 1.254 1.328 0.070
H 0.955 -1.282 0.916
H -0.772 -1.720 1.011
H 0.364 0.666 1.927
H 1.657 2.109 -0.348


2 | 12
Properties=species:S:1:pos:R:3 method="wB97M-V/def2-TZVPD" gap_ev=10.407 total_charge=0 homo_ev=-9.87
C -1.970 0.074 0.154
C -0.602 0.251 0.100
N -0.066 1.301 -0.233
O 1.389 1.344 -0.052
C 2.191 0.137 -0.005
O 3.320 0.079 0.269
N 1.238 -0.848 -0.463
O 0.060 -0.938 0.083
H -2.380 -0.818 -0.364
H -2.407 0.015 1.142
H -2.381 1.046 -0.482
H 1.607 -1.642 -0.149


Most stable structure: 1


1 | 14
Properties=species:S:1:pos:R:3 method="wB97M-V/def2-TZVPD" gap_ev=8.273 total_charge=0 homo_ev=-8.61
O 0.044 0.195 2.208
C 0.427 0.634 0.866
C 0.707 -0.680 0.016
S 2.281 -1.141 0.046
S -0.796 -1.454 -0.473
C -1.713 -0.097 0.233
C -0.845 1.184 0.224
S -0.707 1.791 -1.435
H 0.580 -0.645 2.568
H 1.226 1.333 0.761
H -2.002 -0.368 1.305
H -2.585 -0.096 -0.452
H -1.252 1.884 0.930
H -0.226 2.959 -1.027


2 | 14
Properties=species:S:1:pos:R:3 method="wB97M-V/def2-TZVPD" gap_ev=7.063 total_charge=0 homo_ev=-8.77
C 1.058 3.447 0.762
C 0.558 0.674 1.491
C -0.216 -0.971 -0.265
C -0.162 -1.716 -1.500
H 1.485 3.450 -0.403
H 1.799 3.443 1.598
H 0.454 4.590 1.152
H -0.159 -0.126 1.715
H 1.288 0.755 2.385
H 0.669 -1.671 -2.092
O -1.108 -0.698 0.562
S -0.224 2.091 1.168
S 1.271 -0.175 -0.025
S -1.303 -2.757 -1.879


Most stable structure: 1